(1)
Density functional theory data (ωB97M-V/def2-TZVPD) for a molecular structure, C30H50ClF5P2PbSSi2 at a distorted geometry.

The calculation puts the gap between HOMO and LUMO at 6.47 eV. The value obtained for the largest force on an atom is 1.79 eV Å⁻¹. Its highest occupied orbital energy is -0.2543 Eh. The calculated total energy is -108448.4160 eV. Its molecular weight is 898.560 g/mol.

Each line ends with the Löwdin charge.
Geometry (Å):
Pb 0.044 0.166 0.374  0.975
C 0.314 -1.235 -2.765  -0.239
C 1.021 -0.006 -2.783  -0.366
C 2.167 -0.179 -1.941  -0.208
Si 0.408 1.522 -3.681  0.484
C 2.107 -1.474 -1.366  -0.208
C 0.923 -2.124 -1.844  -0.365
Si 0.163 -3.763 -1.342  0.484
H -0.546 -1.476 -3.395  0.080
H 2.969 0.549 -1.828  0.081
H 2.853 -1.938 -0.723  0.081
Cl 2.092 1.021 2.561  0.366
C -1.243 -4.142 -2.503  -0.175
C 1.480 -5.074 -1.428  -0.176
C -0.993 1.026 -4.804  -0.175
C 1.819 2.246 -4.654  -0.174
H 2.002 -4.968 -2.390  0.042
H 1.005 -6.065 -1.398  0.032
H 2.221 -5.012 -0.621  0.016
H -2.112 -3.499 -2.307  0.028
H -1.541 -5.193 -2.377  0.032
H -0.920 -3.993 -3.542  0.039
H 2.363 1.420 -5.136  0.042
H 2.527 2.823 -4.047  0.015
H 1.408 2.897 -5.439  0.032
H -0.728 0.110 -5.351  0.039
H -1.168 1.830 -5.533  0.032
H -1.919 0.846 -4.241  0.026
C -0.566 -3.628 0.418  -0.412
C -0.282 2.776 -2.418  -0.414
P 0.301 -2.525 1.587  0.873
H -0.640 -4.647 0.834  0.042
H -1.596 -3.237 0.318  0.031
P 0.528 2.830 -0.782  0.871
H -1.339 2.509 -2.239  0.026
H -0.268 3.774 -2.890  0.043
C -0.291 4.203 0.190  -0.544
C 2.217 3.531 -1.173  -0.550
C 1.915 -3.415 1.885  -0.551
C -0.584 -2.676 3.231  -0.544
C -1.352 -1.385 3.545  -0.130
H 0.228 -2.787 3.969  0.093
C -1.523 -3.878 3.332  -0.120
H -2.358 -3.786 2.625  0.074
H -1.946 -3.902 4.345  0.082
H -1.020 -4.836 3.161  0.063
H -0.714 -0.490 3.504  0.046
H -1.768 -1.457 4.560  0.084
H -2.198 -1.254 2.852  0.061
H 2.373 -3.493 0.884  0.075
C 1.730 -4.818 2.469  -0.115
C 2.833 -2.570 2.778  -0.135
H 1.163 -5.489 1.813  0.068
H 1.238 -4.781 3.451  0.071
H 2.722 -5.268 2.618  0.082
H 3.069 -1.601 2.324  0.032
H 3.774 -3.115 2.938  0.080
H 2.380 -2.387 3.762  0.070
H 2.649 2.814 -1.891  0.076
C 3.090 3.549 0.088  -0.134
C 2.153 4.919 -1.812  -0.115
H 1.624 4.930 -2.773  0.068
H 3.180 5.263 -2.000  0.083
H 1.683 5.648 -1.139  0.071
H 3.241 2.545 0.499  0.032
H 2.650 4.179 0.873  0.071
H 4.072 3.970 -0.168  0.080
C -1.121 3.627 1.348  -0.129
C -1.156 5.139 -0.656  -0.119
H 0.549 4.777 0.618  0.093
H -2.014 4.603 -1.083  0.073
H -0.602 5.622 -1.469  0.064
H -1.548 5.933 -0.006  0.083
H -1.997 3.076 0.972  0.065
H -1.496 4.457 1.964  0.084
H -0.535 2.961 1.999  0.046
C 3.374 1.528 3.852  -0.343
H 2.814 1.930 4.701  0.033
H 4.012 2.284 3.389  0.031
H 3.932 0.627 4.120  0.031
F -6.637 1.406 2.474  0.109
C -5.657 1.009 1.641  -0.127
C -5.161 -0.296 1.719  -0.132
F -5.661 -1.159 2.633  0.103
C -4.143 -0.690 0.865  -0.224
F -3.647 -1.962 0.967  0.036
C -3.583 0.185 -0.088  -0.583
S -2.300 -0.305 -1.124  0.597
C -4.128 1.484 -0.156  -0.228
F -3.631 2.359 -1.078  0.044
C -5.137 1.902 0.699  -0.133
F -5.606 3.169 0.634  0.103

(2)
Density functional theory data (ωB97M-V/def2-TZVPD) for a molecular structure, C30H50InP4S at a distorted geometry.

The calculation puts the gap between HOMO and LUMO (alpha / beta) at 2.49 / 2.27 eV. The value obtained for the largest force on an atom is 2.18 eV Å⁻¹. The net charge is +3. As for the relative energy (zero: lowest compared OMol25 entry of this formula, charge and spin): 1.217 eV. Its highest occupied orbital energy (alpha / beta) is -0.5640 / -0.5585 Eh. The calculated total energy is -85056.6067 eV. Its molecular weight is 681.511 g/mol.

Each line ends with the Löwdin charge.
Geometry (Å):
In -0.177 0.768 -0.265  0.159
P -1.082 2.744 1.430  0.743
P -2.782 -0.029 -0.786  0.756
P 2.360 1.801 -0.341  0.730
H -0.312 -1.955 -9.292  0.063
C 0.703 -2.178 -8.971  -0.080
C 1.029 -3.372 -8.451  -0.062
H 0.288 -4.160 -8.324  0.065
C -1.541 4.225 0.458  -0.238
C -2.546 2.568 2.501  -0.240
C 0.111 3.475 2.601  -0.230
C -2.961 -1.419 -1.946  -0.248
C -3.966 -0.393 0.562  -0.229
C -3.676 1.279 -1.688  -0.238
C 3.513 1.059 -1.528  -0.253
C 3.377 1.943 1.162  -0.238
C 2.300 3.522 -0.959  -0.236
H 1.447 -1.399 -9.120  0.062
H 2.053 -3.611 -8.168  0.065
H -1.829 5.019 1.159  0.076
H -2.382 3.989 -0.197  0.043
H -0.691 4.554 -0.145  0.043
H -2.615 3.494 3.089  0.072
H -2.439 1.704 3.178  0.030
H -3.455 2.450 1.891  0.050
H -0.457 4.182 3.217  0.071
H 0.896 4.021 2.061  0.047
H 0.559 2.698 3.239  0.023
H -4.019 -1.711 -1.998  0.079
H -2.350 -2.269 -1.618  0.044
H -2.619 -1.115 -2.944  0.048
H -4.924 0.075 0.308  0.072
H -3.615 0.008 1.523  0.036
H -4.121 -1.473 0.650  0.066
H -4.575 0.844 -2.145  0.079
H -3.018 1.682 -2.463  0.043
H -3.970 2.078 -1.001  0.052
H 4.444 1.651 -1.517  0.079
H 3.084 1.074 -2.543  0.046
H 3.739 0.017 -1.255  0.058
H 4.211 2.635 0.968  0.077
H 3.790 0.955 1.416  0.059
H 2.786 2.317 2.013  0.034
H 3.298 3.820 -1.312  0.074
H 1.980 4.202 -0.165  0.046
H 1.590 3.574 -1.788  0.039
C 0.413 -0.931 -3.480  -0.611
C 0.324 0.410 -3.920  -0.069
C -0.043 0.720 -5.219  0.012
C -0.217 -0.292 -6.171  0.080
C -0.089 -1.630 -5.766  0.003
C 0.233 -1.951 -4.456  -0.023
S 0.730 -1.318 -1.853  0.890
H -0.571 2.039 -1.454  -0.055
H 0.502 1.197 -3.186  0.055
H -0.201 1.762 -5.511  0.143
H -0.426 -0.057 -7.210  0.140
H -0.213 -2.419 -6.517  0.101
H 0.359 -2.993 -4.147  0.137
C -0.968 -2.372 1.409  -0.272
P 0.547 -1.562 2.151  1.002
C 0.458 -0.296 3.553  -0.378
C -0.630 0.117 4.328  -0.117
C -0.432 0.997 5.416  -0.063
C 0.838 1.475 5.737  -0.060
C 1.931 1.083 4.959  -0.066
C 1.736 0.194 3.899  -0.133
C 0.981 -2.911 3.260  -0.425
C 0.068 -3.321 4.246  -0.096
C 0.335 -4.455 5.013  -0.046
C 1.535 -5.162 4.826  -0.039
C 2.466 -4.724 3.868  -0.053
C 2.192 -3.596 3.087  -0.091
H -1.790 -1.692 1.155  -0.027
H -1.380 -3.189 2.033  0.063
H -0.568 -2.825 0.471  0.027
H -1.635 -0.254 4.112  0.103
H -1.279 1.288 6.050  0.123
H 0.995 2.111 6.605  0.122
H 2.940 1.425 5.207  0.124
H 2.612 -0.159 3.346  0.096
H -0.852 -2.752 4.382  0.105
H -0.385 -4.778 5.768  0.121
H 1.752 -6.043 5.437  0.122
H 3.412 -5.255 3.740  0.118
H 2.880 -3.224 2.334  0.096

Q: calculated total energy of number 1 (C30H50ClF5P2PbSSi2)?
A: -108448.4160 eV

Q: Among the records above, which one has the highest molecular weight?
A: C30H50ClF5P2PbSSi2

Q: Which value of molecular weight does entry 1 give?
A: 898.560 g/mol